Entry from the OMol25 dataset: a structure of composition C3H3ClI2O2 in a non-equilibrium geometry (ωB97M-V with the def2-TZVPD basis set).

Summary:
**HOMO**: -9.03 eV
**Electronic energy**: -1322.085712 Eh
**Max |F|**: 0.055 Eh/bohr
**Frontier orbital gap**: 7.6 eV

Structure (ORCA input):
```
! RIJCOSX wB97M-V def2-TZVPD def2/J DEFGRID3
* xyz 0 1
O -0.2691 -0.3882 -1.1211
C 1.8857 -0.6235 0.0157
H 2.5617 0.0690 0.4635
C 0.5672 -0.0196 -0.3534
I -2.9501 0.0952 0.9974
H 2.2851 -1.1572 -0.8420
Cl -0.9637 2.3883 -1.2633
H 1.5862 -1.1928 1.0269
C -0.7495 1.8800 0.4258
I -4.1630 -2.0333 0.1327
O 0.2094 0.9820 0.5179
*
```

Entry from the OMol25 dataset: an isolated molecule of C3H3ClIN in a non-equilibrium geometry (ωB97M-V with the def2-TZVPD basis set).

Summary:
**HOMO**: -10.09 eV
**Electronic energy**: -928.719095 Eh
**Structure (SMILES)**: N#C[C@@H](Cl)CI
**Max |F|**: 0.067 Eh/bohr
**Frontier orbital gap**: 9.9 eV

Structure (ORCA input):
```
! RIJCOSX wB97M-V def2-TZVPD def2/J DEFGRID3
* xyz 0 1
H -0.1181 -1.6195 -0.1391
I -2.3937 -0.1579 -0.7316
N -0.5517 0.8915 2.3652
C -0.0599 0.6690 1.3581
C 0.5462 0.3432 0.0198
C -0.2935 -0.7602 -0.6778
H 0.5327 1.4259 -0.5014
H -0.0246 -0.8404 -1.7054
Cl 2.3626 0.0483 0.0122
*
```

Entry from the OMol25 dataset: a cluster of 3 separate species, C3H3ClIO2 in total in a non-equilibrium geometry (ωB97M-V with the def2-TZVPD basis set).

Summary:
**HOMO**: -3.55 eV
**Electronic energy**: -1024.565325 Eh
**Max |F|**: 0.079 Eh/bohr
**Frontier orbital gap**: 6.6 eV

Structure (ORCA input):
```
! RIJCOSX wB97M-V def2-TZVPD def2/J DEFGRID3
* xyz -1 1
H -0.6570 -1.1966 1.1989
I -3.6590 1.0632 -0.0241
C -0.4141 -0.7342 0.2324
H 0.8118 -0.7818 -1.6495
H -1.0033 0.0764 -0.2219
Cl 1.7241 -2.2429 -0.0572
C 0.5671 -1.0608 -0.5326
O 1.5906 1.0095 1.0229
O 0.1805 2.2364 -0.3380
C 0.8593 1.6307 0.3692
*
```

The records above yield relative energy (zero: lowest compared OMol25 entry of this formula, charge and spin) values of 36.3 8.7 0.0 kcal per mole, respectively.